Entry 1:
{"formula": "C39H76N6O21", "method": "ωB97M-V/def2-TZVPD", "gap_ha": 0.3396, "e_tot_ha": -3439.98566, "largest_force_ev_per_a": 2.40, "lumo_energy_ev": -0.1, "symbols": ["O", "O", "O", "O", "O", "O", "O", "O", "O", "O", "O", "O", "O", "O", "O", "O", "O", "O", "O", "O", "O", "N", "N", "N", "N", "N", "N", "C", "C", "C", "C", "C", "C", "C", "C", "C", "C", "C", "C", "C", "C", "C", "C", "C", "C", "C", "C", "C", "C", "C", "C", "C", "C", "C", "C", "C", "C", "C", "C", "C", "C", "C", "C", "C", "C", "C", "H", "H", "H", "H", "H", "H", "H", "H", "H", "H", "H", "H", "H", "H", "H", "H", "H", "H", "H", "H", "H", "H", "H", "H", "H", "H", "H", "H", "H", "H", "H", "H", "H", "H", "H", "H", "H", "H", "H", "H", "H", "H", "H", "H", "H", "H", "H", "H", "H", "H", "H", "H", "H", "H", "H", "H", "H", "H", "H", "H", "H", "H", "H", "H", "H", "H", "H", "H", "H", "H", "H", "H", "H", "H", "H", "H"], "xyz": [[-5.444, -0.660, -2.755], [-4.661, 3.512, -0.724], [4.719, -0.321, 0.527], [1.617, 1.913, -2.773], [-0.218, -1.106, 1.986], [-0.769, 6.566, -1.743], [-3.265, -0.760, -3.308], [1.541, -4.928, 1.126], [-8.376, 3.264, -3.206], [-4.486, -2.514, -2.500], [-5.873, 4.666, -3.154], [7.539, 0.824, 4.698], [-0.352, 4.419, -1.438], [3.209, 2.759, -4.121], [-1.100, -0.180, 0.278], [-0.661, 5.800, 0.322], [2.291, -6.337, -0.439], [0.827, -1.319, 0.016], [5.533, -0.939, 3.264], [1.009, 3.069, -4.463], [0.285, -5.651, -0.613], [-5.963, -1.837, 1.657], [2.706, -5.989, 5.424], [-1.995, 2.625, -5.646], [6.419, -4.049, 4.643], [1.068, -1.205, -3.219], [2.054, -2.319, 5.675], [4.140, -3.336, 3.590], [-3.943, -1.199, 3.172], [-5.724, 0.571, -3.431], [2.580, -2.979, -2.035], [-1.632, 1.555, -5.467], [5.401, -3.777, 4.199], [6.041, -1.123, 4.569], [2.064, 2.610, -3.805], [0.351, -5.659, 4.362], [-4.258, -1.259, -2.851], [-3.998, 3.686, -1.962], [4.453, -1.699, 0.516], [-0.078, -0.910, 0.698], [-1.365, -0.084, -1.115], [3.527, -6.455, 0.264], [2.572, 1.557, -1.786], [7.435, -0.591, 4.775], [0.039, 3.388, -0.569], [2.500, 0.047, 6.672], [-9.728, 2.809, -3.236], [-4.501, 2.225, -0.177], [-1.139, 0.198, -5.221], [-0.743, 6.260, -3.136], [-3.378, -3.374, -2.332], [1.376, -5.588, 0.143], [-0.555, 5.606, -0.852], [2.226, -1.268, 6.099], [8.699, 1.308, 5.321], [1.214, 3.938, -5.556], [-0.903, -5.134, -0.058], [-4.586, 4.923, -2.618], [-6.937, 4.996, -2.321], [1.669, -5.800, 4.969], [1.737, -1.987, -2.721], [0.708, -1.933, 2.657], [4.329, 0.351, 1.701], [5.376, 0.390, 2.772], [-8.286, 4.651, -2.933], [-5.053, -1.558, 2.303], [-1.931, -0.493, -5.503], [-10.296, 3.361, -3.990], [5.329, -0.719, 5.302], [-3.497, 2.177, 0.276], [9.601, 0.729, 5.106], [-0.112, 2.400, -0.999], [-0.186, 0.098, -5.735], [2.563, 0.810, 5.901], [1.291, -2.549, 1.973], [-1.960, 0.798, -1.328], [-4.909, 0.788, -4.119], [1.429, -1.393, 3.273], [0.142, 5.674, -3.400], [-0.914, -4.048, 0.057], [7.810, -0.970, 5.736], [2.010, 1.085, -0.979], [-0.419, -5.693, 5.135], [-0.957, -0.018, -4.170], [3.501, -2.425, -1.878], [6.129, -2.202, 4.708], [3.396, -0.104, 2.059], [0.496, 4.748, -5.517], [-1.058, -5.479, 0.968], [6.373, 0.733, 2.465], [8.837, 2.367, 5.112], [5.146, 1.109, 3.574], [-0.413, 0.125, -1.627], [-2.700, -3.099, -1.521], [-5.118, 2.128, 0.715], [-3.644, -4.403, -2.098], [4.056, 1.372, 1.419], [1.304, 3.374, -6.482], [-4.653, 5.751, -1.904], [3.441, -6.465, 1.349], [-6.690, 0.525, -3.924], [3.283, -3.841, 4.023], [-4.099, -0.174, 3.503], [-0.391, 3.411, 0.429], [-6.876, 4.490, -1.349], [4.006, -2.289, 3.862], [-2.794, -3.418, -3.253], [-0.626, 7.164, -3.727], [2.187, 4.446, -5.497], [-1.756, -5.448, -0.648], [1.709, 0.268, 7.387], [2.819, -3.849, -2.639], [0.215, -6.528, 3.721], [-3.044, -1.162, 2.547], [-1.697, -1.020, -1.552], [1.125, 3.340, -0.452], [-1.632, 5.678, -3.356], [-10.136, 2.941, -2.228], [-4.589, 1.435, -0.918], [4.244, -3.465, 2.516], [8.119, -0.965, 4.000], [-2.939, 3.864, -1.757], [3.441, 0.008, 7.220], [0.170, -2.575, 3.354], [5.060, -2.243, 1.244], [0.224, -4.706, 3.857], [-5.786, 1.317, -2.641], [-3.972, 5.235, -3.459], [2.989, 2.474, -1.363], [-3.752, -1.928, 3.952], [-6.985, 6.067, -2.064], [4.768, -2.066, -0.456], [2.070, -3.210, -1.102], [3.970, -7.371, -0.109], [8.561, 1.293, 6.414], [4.175, -5.600, 0.054], [-4.229, 2.868, -2.649], [-8.564, 5.216, -3.827], [-9.650, 1.751, -3.476], [3.388, -1.903, 0.663], [3.329, 0.870, -2.153], [-9.016, 4.874, -2.143]], "forces_ev_per_a": [[-0.54, -0.49, 0.17], [-0.74, -0.27, -0.08], [0.19, 0.35, -0.22], [-0.49, -0.14, 0.25], [-0.56, 0.24, 1.10], [0.31, 0.69, -0.15], [0.52, -0.33, 0.30], [-0.30, 0.41, 0.91], [0.04, -0.03, -0.11], [0.22, -0.93, 0.98], [0.13, -0.02, -0.44], [-0.37, 0.17, 0.05], [0.16, -0.12, -0.11], [0.66, 0.22, 0.10], [-0.85, 0.11, 0.81], [0.42, 0.04, 0.38], [0.26, -0.40, 0.13], [0.20, -0.21, -0.18], [-0.14, 0.08, -0.15], [-0.76, 0.08, 0.35], [-0.32, -0.20, -0.22], [0.32, 0.08, 0.07], [-0.10, 0.08, -0.05], [-0.25, 0.52, -0.15], [0.51, -0.95, 0.17], [-0.22, 0.32, -0.34], [-0.25, -0.01, -0.03], [0.25, -0.16, 0.66], [0.66, 0.36, -0.99], [0.78, 0.30, 0.59], [-0.19, 1.05, -0.46], [0.28, -0.56, 0.58], [-1.26, -0.93, -0.58], [0.42, 0.80, -0.07], [-0.05, -0.20, -0.50], [-0.20, -0.18, 0.53], [-1.52, 0.79, -1.24], [-0.55, 0.96, 0.21], [0.46, -0.28, 0.01], [0.15, 0.16, -1.04], [2.10, 0.39, -1.09], [0.70, 0.24, 0.05], [-0.06, 0.12, 0.60], [0.70, 0.14, -0.20], [1.12, -1.59, 0.71], [-0.07, -0.26, 0.28], [1.18, 0.20, 0.25], [1.37, 0.68, 0.88], [-0.21, 0.32, 0.18], [0.68, -0.68, -0.24], [1.38, -0.39, -0.41], [0.08, 0.10, -0.82], [-0.92, 0.02, -0.17], [0.28, 0.09, 0.03], [-0.15, 0.27, 1.18], [1.70, 0.64, -0.31], [-0.64, 0.62, 1.19], [-0.28, 0.10, 0.07], [-0.94, 0.09, 0.56], [0.11, 0.03, 0.07], [0.15, -0.97, 0.07], [1.01, -0.78, 0.43], [-0.45, 0.36, -0.33], [0.98, -0.16, 0.80], [-0.03, -0.58, 0.46], [-0.58, -0.36, 0.07], [0.34, -0.20, -0.42], [-0.20, -0.12, 0.07], [0.12, 0.21, 0.12], [0.24, -0.30, -0.36], [-0.01, 0.04, -0.34], [-0.80, 0.34, -0.47], [-0.17, -0.40, -0.22], [-0.09, 0.01, -0.01], [-0.25, -0.03, -0.14], [-0.62, -0.36, 0.40], [-0.15, 0.20, -0.07], [-0.25, 0.49, -0.22], [-0.17, -0.21, 0.25], [0.32, 0.08, -0.47], [-0.11, 0.16, 0.05], [-0.03, -0.23, -0.21], [0.11, -0.10, 0.09], [0.03, 0.45, 0.02], [0.15, -0.30, 0.42], [0.07, 1.38, 0.25], [0.08, -0.08, 0.34], [-0.60, -0.49, -0.32], [0.14, -0.36, -0.09], [-0.34, 0.06, -0.64], [0.01, -0.10, -0.56], [-0.51, -0.29, 0.02], [-0.11, -0.14, 0.04], [-0.20, 0.54, -0.01], [-0.68, -0.15, -0.46], [-0.92, 0.24, -0.12], [0.22, 0.04, -0.09], [-0.75, 0.06, -0.11], [0.19, -0.03, 0.06], [-0.48, -0.27, -0.07], [0.04, -0.35, -0.05], [0.16, -0.48, -0.17], [0.00, -0.17, 0.49], [-0.33, 0.41, -0.14], [0.12, -0.22, -0.17], [0.08, -0.13, -0.42], [0.06, 0.14, 0.01], [-0.59, 0.31, 0.39], [-0.03, -0.25, 0.39], [0.22, -0.13, -0.30], [0.00, 0.22, -0.09], [-0.34, -0.07, -0.08], [-0.18, 0.25, -0.32], [0.01, -0.01, 0.08], [-0.48, 0.10, 0.27], [0.06, 0.75, 0.13], [-0.06, 0.11, -0.47], [-0.40, -0.06, -0.19], [-0.35, -0.20, 0.11], [-0.39, 0.04, 0.06], [-0.23, -0.43, 0.05], [0.24, -0.41, -0.37], [0.04, 0.01, -0.07], [-0.23, 0.09, -0.18], [-0.11, 0.20, 0.10], [0.26, -0.15, -0.33], [-0.05, 0.29, -0.33], [0.18, -0.05, -0.05], [0.44, -0.16, -0.21], [-0.33, 0.15, 0.24], [0.27, 0.08, -0.29], [-0.06, 0.06, -0.13], [0.31, -0.16, 0.12], [0.12, 0.03, 0.08], [0.09, -0.28, -0.01], [-0.05, -0.05, -0.30], [0.55, -0.27, 0.10], [0.27, 0.19, -0.07], [-0.35, 0.00, -0.07], [-0.05, -0.03, 0.05], [0.08, 0.16, -0.10], [-0.07, 0.29, -0.06]]}

---

Entry 2:
{"formula": "C13H19BNO9Tl", "method": "ωB97M-V/def2-TZVPD", "gap_ha": 0.0663, "e_tot_ha": -1435.38719, "largest_force_ev_per_a": 1.95, "total_charge": 2, "lumo_energy_ev": -13.1, "symbols": ["Tl", "O", "O", "O", "O", "O", "O", "O", "O", "O", "N", "C", "C", "C", "C", "C", "C", "C", "C", "C", "C", "C", "C", "C", "B", "H", "H", "H", "H", "H", "H", "H", "H", "H", "H", "H", "H", "H", "H", "H", "H", "H", "H", "H"], "xyz": [[-3.218, 1.168, -0.124], [-1.959, 1.031, 2.364], [-1.873, -2.189, 5.421], [-0.121, 1.125, 0.174], [-1.160, -0.457, 3.846], [-3.376, -1.269, 1.338], [-2.284, -2.331, 2.997], [-0.959, -3.127, 7.260], [1.097, -3.978, 5.330], [-0.086, -2.644, 3.958], [0.077, 0.927, -1.149], [-0.836, -1.353, -1.055], [2.095, 2.341, -1.255], [0.680, 2.077, -1.815], [0.532, -0.611, -3.009], [-1.008, -2.859, 6.124], [-2.664, -1.286, 2.301], [1.640, -0.932, -0.778], [-1.917, -0.058, 2.850], [0.217, -3.265, 5.062], [-0.201, 3.328, -1.515], [0.335, -0.488, -1.502], [1.288, 0.524, -3.690], [0.627, 1.832, -3.313], [-1.374, -1.886, 4.055], [1.034, 2.711, -3.809], [0.218, 4.181, -2.043], [1.332, 0.386, -4.769], [0.744, 1.156, 0.636], [-0.433, 1.764, -3.574], [2.349, 0.501, -3.406], [2.401, 1.668, -0.450], [2.521, -0.446, -1.193], [-1.145, -1.117, -0.028], [2.849, 2.219, -2.035], [1.063, -1.553, -3.190], [-1.693, -1.327, -1.720], [-1.215, 3.204, -1.901], [-0.479, -2.376, -0.924], [1.718, -2.006, -0.922], [2.198, 3.342, -0.838], [-0.406, -0.771, -3.552], [-0.236, 3.528, -0.446], [1.627, -0.686, 0.287]], "forces_ev_per_a": [[-0.15, -0.18, 0.42], [-0.15, 0.80, -0.42], [0.56, -0.21, -0.29], [-0.29, -0.30, 0.07], [-0.11, 0.08, 0.08], [-0.24, 0.25, -0.43], [-0.13, 0.13, 0.28], [0.28, -0.34, -0.02], [0.28, -0.32, 0.55], [-0.34, 0.21, 0.46], [1.59, -0.16, 0.55], [0.13, -0.48, 1.38], [0.96, 0.00, 0.55], [-1.24, 0.51, -0.45], [0.30, -0.57, -0.99], [-1.45, 0.86, 0.98], [0.27, -0.20, 0.15], [0.38, 0.38, 0.44], [0.22, -0.66, 0.25], [0.67, -0.02, -1.66], [-0.16, -0.13, 0.17], [-0.72, 0.53, -1.08], [0.62, -0.08, 0.19], [-0.03, -0.22, -0.03], [0.06, -0.36, -0.21], [0.13, -0.06, -0.09], [0.19, -0.01, 0.09], [-0.34, -0.08, 0.00], [-0.12, 0.25, 0.02], [0.02, 0.16, -0.19], [-0.13, 0.16, 0.16], [-0.14, -0.07, -0.07], [-0.08, -0.06, -0.25], [-0.03, 0.25, -0.27], [-0.19, -0.02, -0.11], [0.01, 0.07, 0.18], [0.04, 0.04, -0.17], [0.04, -0.17, 0.03], [-0.15, -0.07, -0.53], [0.02, -0.04, 0.08], [-0.23, 0.06, -0.17], [-0.19, 0.23, 0.39], [0.04, 0.13, -0.04], [-0.18, -0.31, 0.02]]}

---

Entry 3:
{"formula": "H3NO2S", "method": "ωB97M-V/def2-TZVPD", "gap_ha": 0.3846, "e_tot_ha": -605.12632, "largest_force_ev_per_a": 7.47, "lumo_energy_ev": -0.1, "symbols": ["S", "O", "O", "N", "H", "H", "H"], "xyz": [[-0.274, 0.512, 1.104], [-1.667, 0.455, 1.496], [0.383, 2.049, 1.083], [-0.248, -0.097, -0.428], [0.575, -0.421, 1.942], [-0.937, 0.341, -1.024], [0.596, 0.073, -1.001]], "forces_ev_per_a": [[1.63, 6.70, 0.33], [1.35, -0.49, 0.16], [-2.20, -7.13, 0.39], [1.45, -0.51, -0.94], [-1.33, 1.51, -1.77], [-0.94, 0.10, 0.64], [0.06, -0.19, 1.20]]}

---

Entry 4:
{"formula": "C5H4Cl2N2O3", "method": "ωB97M-V/def2-TZVPD", "gap_ha": 0.3252, "e_tot_ha": -1448.42431, "largest_force_ev_per_a": 4.82, "lumo_energy_ev": -0.5, "symbols": ["Cl", "Cl", "O", "O", "O", "N", "N", "C", "C", "C", "C", "C", "H", "H", "H", "H"], "xyz": [[1.633, 2.266, 1.316], [2.186, 1.960, -1.519], [-1.132, -0.696, -1.657], [-2.067, 0.154, 0.219], [4.096, 0.243, 0.325], [2.281, -0.979, 0.786], [0.950, -1.149, 0.570], [2.895, 0.142, 0.327], [-1.044, -0.265, -0.540], [-3.375, -0.121, -0.242], [1.914, 1.216, -0.074], [0.329, -0.189, 0.074], [-4.141, 0.275, 0.538], [2.775, -1.613, 1.317], [-3.599, -1.319, -0.122], [-3.700, 0.074, -1.320]], "forces_ev_per_a": [[0.12, -0.02, -0.29], [0.20, 0.78, -1.49], [-0.30, 0.10, 0.17], [0.64, 0.32, -0.15], [0.15, 0.42, -0.14], [-1.64, 1.73, -1.29], [-0.80, -0.71, 0.48], [0.75, 0.09, 0.29], [0.10, -0.10, -0.45], [-3.40, -3.36, 0.67], [-3.14, -2.64, 1.81], [2.67, 2.12, -0.24], [1.68, -0.05, -1.56], [0.97, -1.75, 1.03], [0.87, 2.68, -0.42], [1.13, 0.38, 1.56]]}